ORCA calculation (ωB97M-V/def2-TZVPD) on a structure of composition C27H27EuN6OS2.

Results
strongest force on any atom: 2.33 eV Å⁻¹
energy relative to the best compared isomer or geometry (same formula, charge and spin): 2.7 kJ/mol
net charge: +2
multiplicity: 7
Kohn-Sham gap (spin up / spin down): 6.75 / 6.81 eV
E_HOMO (spin up / spin down): -13.115 / -13.121 eV
⟨S²⟩: 12.012

Each line ends with the Mulliken charge.
Element x y z (Å)
Eu 0.12069 -0.52209 -0.42769  1.33
N -1.00220 -0.64626 4.30197  0.11
C -0.53859 -0.27892 3.11724  -0.43
N -1.05002 -0.64755 1.96819  -0.16
C -2.15838 -1.48623 1.98838  0.12
N -2.74729 -1.87963 0.88447  -1.00
N -2.07966 -1.59229 -0.24996  0.24
C -2.80101 -1.64382 -1.35102  -0.50
C -2.14146 -1.60031 -2.63618  0.85
C -2.87667 -1.73069 -3.81314  -0.80
C -2.20718 -1.77381 -5.02230  -0.34
C -0.82108 -1.68891 -5.02747  -0.87
C -0.16207 -1.54193 -3.81761  -0.06
N -0.79260 -1.48789 -2.64483  -0.16
C -2.71465 -1.92501 3.25244  0.91
C -3.82124 -2.78099 3.34137  -0.31
C -4.28716 -3.17065 4.57466  -0.82
C -3.66199 -2.72018 5.74410  -0.43
C -2.57120 -1.88009 5.68192  -0.89
C -2.10692 -1.49007 4.43166  0.24
H -0.54521 -0.30268 5.13482  0.28
H 0.31732 0.38452 3.12125  0.36
H -3.87740 -1.76388 -1.29353  0.43
H -3.95373 -1.81655 -3.76490  0.41
H -2.75530 -1.88651 -5.94798  0.48
H -0.25627 -1.74286 -5.94712  0.44
H 0.91967 -1.47204 -3.78759  0.55
H -4.29203 -3.12165 2.43096  0.47
H -5.14041 -3.83053 4.64494  0.43
H -4.03625 -3.03480 6.70872  0.42
H -2.08357 -1.53137 6.58362  0.41
S 4.59199 -1.14289 1.30898  -0.20
C 4.38482 -2.46941 0.26591  -0.45
C 3.18115 -2.43194 -0.37639  -0.61
C 2.36857 -1.30896 -0.03326  -0.04
C 3.03333 -0.52502 0.89478  0.03
C 2.54715 0.73191 1.46866  0.70
C 3.26223 1.46353 2.42364  -0.78
C 2.76048 2.66387 2.88016  -0.66
C 1.54253 3.13283 2.38759  -0.84
C 0.88100 2.35254 1.46717  -0.76
N 1.35532 1.17874 1.02248  0.62
H 5.16410 -3.21038 0.17459  0.48
H 2.88952 -3.20359 -1.07659  0.43
H 4.20933 1.09013 2.78873  0.50
H 3.31260 3.23989 3.61129  0.48
H 1.12324 4.07473 2.71041  0.50
H -0.07500 2.66605 1.05995  0.50
C 3.47565 2.24990 -1.74276  -1.13
C 2.14927 2.86020 -2.17568  -0.57
S 1.09499 1.60883 -2.94525  0.56
O 0.04586 1.25234 -1.86443  -0.47
C 0.18755 2.59364 -4.14041  -0.56
C -0.63116 3.71454 -3.52337  -1.09
H 4.02845 2.97140 -1.14196  0.38
H 4.08949 1.98860 -2.60362  0.41
H 3.32956 1.34951 -1.14367  0.17
H 2.28081 3.66959 -2.89367  0.64
H 1.56089 3.22759 -1.33358  0.21
H -0.43519 1.87354 -4.67389  0.34
H 0.95627 2.94638 -4.83260  0.51
H -1.30572 3.32890 -2.76083  0.26
H -1.23301 4.18287 -4.30068  0.41
H -0.00223 4.48582 -3.08109  0.28


ORCA calculation (ωB97M-V/def2-TZVPD) on a cluster of 15 separate species, C13H56N2O21 in total.

Results
strongest force on any atom: 2.16 eV Å⁻¹
energy relative to the best compared isomer or geometry (same formula, charge and spin): 0.0 kJ/mol
Kohn-Sham gap: 9.38 eV
E_HOMO: -9.492 eV

Each line ends with the Mulliken charge.
Element x y z (Å)
C -4.67929 0.10470 0.44702  0.42
O -3.60319 -0.21461 -0.08163  -0.38
N -5.10208 -0.32419 1.67224  -0.33
N -5.53777 0.93963 -0.15233  -0.45
H -4.66225 -1.15745 2.02404  0.13
H -5.87569 0.09918 2.14192  0.20
H -5.26881 1.48059 -0.95407  0.21
H -6.36573 1.17066 0.36187  0.15
C -2.39961 2.27655 2.42188  0.37
C -3.43511 1.85818 3.44834  -0.38
O -3.36984 2.58447 4.66283  -0.56
O -1.06785 2.10250 2.82282  -0.70
H -2.54890 3.35089 2.28042  0.48
H -2.63572 1.68677 1.52911  -0.42
H -3.28280 0.81279 3.71972  0.19
H -4.41541 2.04138 2.99222  0.27
H -3.65049 3.49548 4.54570  0.33
H -0.86731 1.15795 2.76897  0.15
C -3.34076 -3.90135 0.97271  -0.57
C -1.98691 -4.27974 0.35310  0.28
O -2.31360 -5.03310 -0.81178  -0.63
O -3.18238 -3.26401 2.23980  -0.56
H -3.86472 -4.83249 1.21534  0.46
H -3.94456 -3.31607 0.27507  0.22
H -1.44248 -4.86522 1.09267  0.35
H -1.51069 -3.33254 0.09039  -0.21
H -1.47162 -5.26190 -1.22011  0.34
H -4.04566 -3.20264 2.65327  0.30
C 4.83387 2.34809 0.75712  0.46
C 6.12437 2.76600 1.45674  -0.71
O 6.02844 2.55842 2.86771  -0.52
O 3.79862 3.31653 0.90990  -0.55
H 4.37641 1.39465 1.03984  0.07
H 5.01628 2.21460 -0.31202  -0.10
H 6.27301 3.82796 1.24041  0.31
H 7.00852 2.24423 1.09098  0.38
H 5.52021 3.31811 3.17178  0.32
H 3.49669 3.31296 1.82591  0.34
C -1.28060 0.49814 -3.70509  0.14
C -1.88341 0.32251 -5.06550  -0.79
O -3.00900 1.15738 -5.31593  -0.57
O -2.15787 0.26518 -2.60011  -0.23
H -0.88830 1.48731 -3.46831  0.24
H -0.44056 -0.19923 -3.65881  0.14
H -2.16500 -0.71598 -5.25640  0.29
H -1.06201 0.56174 -5.74441  0.38
H -3.80839 0.79131 -4.93219  0.31
H -2.91371 0.84943 -2.71079  0.12
C 4.30936 1.09606 -2.91987  -0.82
C 3.00422 1.71008 -2.39490  0.07
O 1.81658 1.13995 -2.97751  -0.37
O 4.37035 -0.29882 -2.70366  -0.55
H 5.18526 1.62685 -2.53900  0.46
H 4.32177 1.26872 -3.99924  0.33
H 2.90748 2.77920 -2.57992  0.59
H 3.04861 1.60308 -1.30499  -0.06
H 1.95469 0.20404 -2.75701  0.04
H 4.71810 -0.49409 -1.82806  0.28
C -0.13441 -0.46059 -0.04164  -0.43
C 1.34321 -0.51088 0.37284  0.19
O 1.74318 -1.77141 0.93156  -0.48
O -1.02373 -0.32635 1.10191  1.34
H -0.46498 -1.33459 -0.60892  -0.05
H -0.34690 0.44016 -0.62131  0.26
H 1.63504 0.36444 0.94679  0.29
H 1.94392 -0.49039 -0.54429  -0.16
H 1.35383 -2.52467 0.46073  0.29
H -1.88778 -0.25993 0.65026  -0.40
O 3.51947 -1.82073 3.09060  -0.72
H 2.81077 -1.98377 2.42999  0.40
H 4.33482 -2.01611 2.62012  0.30
O 0.67687 2.87479 0.37999  -0.64
H 0.18302 2.52414 1.13216  0.32
H 1.49118 3.21362 0.76588  0.20
O 0.35268 3.38509 -2.47208  -0.68
H 0.57158 2.58145 -2.96776  0.25
H 0.41044 3.11311 -1.54486  0.43
O 2.05719 -1.81894 -3.02131  -0.53
H 1.82201 -2.41262 -3.74184  0.25
H 2.95555 -1.50693 -3.22857  0.33
O -0.39753 -0.69551 3.69440  -0.82
H -0.94039 -1.26281 4.25014  0.28
H -0.46751 -1.08280 2.80442  0.13
O 1.17340 -4.32111 0.21379  -0.57
H 1.70663 -4.56939 0.97959  0.26
H 1.14913 -5.11340 -0.33196  0.23
O -1.93591 -2.68808 -2.79574  -0.70
H -2.12753 -1.81055 -2.43247  0.29
H -1.97692 -3.28279 -2.03800  0.39
O 2.05914 0.52565 3.54498  -0.64
H 1.15709 0.15899 3.54363  0.38
H 2.62071 -0.24798 3.37881  0.35


ORCA calculation (ωB97M-V/def2-TZVPD) on the molecule C13H14N2O4S.

Results
strongest force on any atom: 3.32 eV Å⁻¹
energy relative to the best compared isomer or geometry (same formula, charge and spin): 204.7 kJ/mol
Kohn-Sham gap: 8.06 eV
SMILES: COc1ccc([C@H](OC)C2C(=O)NC(=S)NC2=O)cc1
E_HOMO: -8.472 eV

Each line ends with the Mulliken charge.
Element x y z (Å)
C 1.63892 4.54435 2.14958  -0.83
O 0.77472 3.52025 2.63986  -0.45
C 0.85935 2.28266 2.11780  0.93
C -0.03977 1.27141 2.55969  -0.62
C -0.14318 0.06945 1.91035  -0.57
C 0.66851 -0.14574 0.80918  0.56
C 0.23816 -1.27281 -0.06194  -0.64
O 1.43108 -1.76490 -0.61300  -0.28
C 1.67661 -3.11268 -0.80262  -0.86
C -0.60857 -0.66093 -1.42536  0.68
C -0.80632 -1.77726 -2.36521  0.04
O 0.12709 -2.30007 -2.99027  -0.61
N -2.08508 -2.33648 -2.47410  -0.05
C -3.26084 -1.81784 -1.96404  0.05
S -4.71423 -2.59457 -2.09175  -0.33
N -3.08971 -0.57193 -1.39207  -0.09
C -1.86836 0.04400 -1.05248  0.03
O -1.85825 1.09025 -0.44236  -0.56
C 1.64011 0.75280 0.40221  -0.86
C 1.74996 1.95373 1.07327  -0.39
H 1.36675 5.42007 2.73679  0.23
H 2.68333 4.26844 2.32464  0.34
H 1.45092 4.73987 1.08428  0.35
H -0.75794 1.49981 3.36833  0.34
H -0.89745 -0.68387 2.12893  0.39
H -0.50209 -1.92446 0.30923  0.48
H 2.15681 -3.24813 -1.75291  0.30
H 2.40659 -3.41043 -0.03274  0.31
H 0.85376 -3.77049 -0.75834  0.35
H 0.26512 0.05975 -1.71081  0.46
H -2.13937 -3.22397 -2.93412  0.28
H -3.89549 -0.16030 -0.96193  0.28
H 2.24073 0.55491 -0.51481  0.39
H 2.43808 2.70514 0.72670  0.37